Below is C40H28Br2FN8O7PtS as an isolated structure, with properties calculated with wB97M-V/def2-TZVPD.

ORCA input file:
```
! wB97M-V def2-TZVPD RIJCOSX def2/J DEFGRID3
* xyz -1 5
C 0.95 -3.57 -2.96
C 4.05 -1.56 -2.33
H -2.67 -2.42 2.08
O 0.32 0.56 -2.05
C -2.38 -2.58 4.19
C -1.74 1.19 -0.75
C 0.94 -3.09 -4.26
C 2.58 3.95 -0.17
C 0.02 -3.12 -2.04
N -1.22 -1.08 2.73
S -2.13 2.25 2.51
N -1.86 -1.76 -1.44
H 4.92 4.32 -2.58
C 1.09 0.47 5.85
C 2.35 2.59 -0.30
C 4.19 3.84 -1.94
H -3.49 0.83 -3.55
Br 2.61 2.14 4.15
C -0.94 -1.67 -3.70
C -0.50 -0.63 3.79
H -3.79 0.07 2.07
C -2.93 1.36 -2.80
O 2.10 -1.68 1.45
C -2.14 -2.07 2.95
C -3.94 0.89 5.64
H 3.67 5.64 -0.90
H 4.01 -0.39 0.24
N 3.07 -0.26 -0.08
C -0.01 -2.14 -4.62
Pt -1.14 0.21 1.01
N -2.45 0.62 -1.73
C -4.74 -0.16 5.18
C -1.93 3.38 -1.90
F -3.15 3.37 -3.95
H 1.69 -4.29 -2.65
C 0.48 0.36 3.48
O -5.05 -1.45 -0.88
H -5.19 -1.21 3.33
H 1.68 0.87 6.66
H 3.49 -0.30 -5.92
H 1.67 -3.42 -4.98
H -3.35 -1.02 -2.65
N -1.52 2.51 -0.89
N 0.85 -0.61 -0.20
C -0.94 -2.17 -2.40
O -3.57 -0.59 0.56
H 2.04 4.51 0.58
C 2.71 0.35 -1.34
C -2.89 -0.83 -1.68
Br -0.16 -0.97 7.91
H 1.65 2.09 0.37
C 3.50 4.58 -1.00
C 1.20 0.10 -1.25
C 4.61 -2.25 -3.40
H -3.12 -3.36 4.30
H -1.62 -1.95 -0.48
H 0.00 -1.72 -5.62
H -1.88 -2.45 6.32
O 0.75 1.56 -2.99
C 1.30 0.88 4.57
O -1.68 4.56 -1.87
C 0.09 -0.49 6.11
C -4.66 -0.42 3.84
C -0.72 -1.09 5.11
N -3.89 0.35 3.07
H 2.47 0.90 -4.00
H 4.20 -1.95 -1.33
N -3.17 1.63 4.88
H 4.85 -2.33 -5.53
H 4.49 1.91 -2.82
C 3.66 -0.65 -4.91
C 3.95 2.47 -2.08
C -1.68 -2.07 5.33
C 3.01 1.85 -1.28
H -5.35 -0.76 5.84
H -1.61 -0.88 -3.99
C -2.70 2.67 -2.91
C 3.31 -0.40 -2.54
H -0.99 2.96 -0.15
C -3.12 1.37 3.55
H -3.93 1.14 6.70
C -3.97 -0.98 -0.58
C 4.42 -1.79 -4.70
C 2.02 -0.94 0.50
H 0.04 -3.48 -1.02
O 0.62 0.79 2.30
C 3.11 0.04 -3.84
H 5.19 -3.15 -3.22
*
```

Properties
relative energy (zero: lowest compared OMol25 entry of this formula, charge and spin)	91.3	kcal per mole
Kohn-Sham gap (alpha / beta)	5.47 / 5.38	eV
⟨S²⟩	6.050
E	-225071.291	eV



Below is C40H29BrCdF4N4O3PSSbSe4 as an isolated structure, with properties calculated with wB97M-V/def2-TZVPD.

ORCA input file:
```
! wB97M-V def2-TZVPD RIJCOSX def2/J DEFGRID3
* xyz 0 1
C -2.20 0.08 2.91
C -3.53 1.87 3.84
N 4.40 -0.38 -0.09
H 2.12 0.59 -4.73
C -1.69 -3.36 -4.67
H -2.43 3.58 4.54
H -5.64 1.68 4.25
Br -0.24 -3.49 0.37
C -1.31 -1.09 -5.36
H -2.11 -0.91 2.47
H -2.00 -3.68 -2.58
H 0.70 4.90 0.23
Se 4.79 0.14 3.90
Cd 2.26 -1.19 0.61
C 5.88 1.06 -1.30
C 4.63 0.54 -1.05
H -1.79 -4.41 -4.91
F -2.26 -5.30 1.55
C -1.12 2.09 3.73
H 2.07 -1.22 -3.02
H 7.94 1.03 -0.63
C -4.23 -4.30 0.84
C 0.76 2.81 0.75
H -3.20 2.97 1.01
H -0.21 2.64 3.94
N 0.74 0.34 1.04
H -4.94 2.46 -2.87
H -5.18 3.16 3.40
C 1.84 -0.19 -2.73
C -4.14 -2.34 -0.52
C 1.89 0.83 -3.70
H 5.21 -1.56 1.38
H -4.70 3.79 -0.80
O 1.55 0.79 3.40
H 8.40 -1.81 2.94
C -1.44 -2.44 -5.68
C -2.60 1.23 -0.08
C -4.88 -3.30 0.14
C -1.05 0.84 3.13
C 7.88 -0.67 1.37
F -4.83 -1.44 -1.22
F -6.21 -3.28 0.09
C 6.94 0.64 -0.50
C 1.63 2.11 -3.31
N 1.53 0.01 -1.48
C -3.56 0.95 -2.26
C 1.32 2.39 -1.95
Se 4.86 -3.79 2.74
H 6.77 -2.09 2.43
C -4.87 2.46 4.18
C 5.43 -0.79 0.65
C -4.27 2.13 -2.09
C -1.71 -1.59 -3.02
F -4.93 -5.24 1.47
C -3.31 2.41 0.09
C -1.81 -2.94 -3.35
C 1.09 3.70 -1.47
C -2.85 -4.32 0.88
Se 1.86 -2.05 5.96
H -4.32 0.02 3.11
H 6.02 1.77 -2.09
C -2.75 -2.31 -0.49
H 0.56 3.00 1.79
C -2.36 2.60 4.08
C -1.44 -0.67 -4.04
C -4.14 2.87 -0.92
O 8.95 -0.10 1.23
C -2.12 -3.34 0.23
S 0.48 0.19 2.60
H -4.84 3.01 5.12
H -1.36 -2.77 -6.71
H -3.70 0.37 -3.17
C -3.42 0.60 3.27
H -1.96 0.87 0.72
O 0.37 -1.25 2.78
C -2.72 0.49 -1.26
Sb 2.91 -1.32 3.97
H 1.67 2.93 -4.01
N 7.66 -1.61 2.30
C 0.92 1.52 0.31
C 1.26 1.29 -1.07
H 3.78 0.86 -1.63
C 0.85 3.90 -0.15
Se 2.74 -3.16 2.10
H -1.33 0.38 -3.81
C 6.71 -0.29 0.49
P -1.68 -1.03 -1.28
H 1.14 4.53 -2.17
H -1.11 -0.37 -6.14
*
```

Properties
Kohn-Sham gap	6.15	eV
E	-427578.371	eV



Below is C40H30Cl4N8O3PRh as an isolated structure, with properties calculated with wB97M-V/def2-TZVPD.

ORCA input file:
```
! wB97M-V def2-TZVPD RIJCOSX def2/J DEFGRID3
* xyz 2 5
C -2.84 -4.44 -0.32
H 4.86 0.24 -4.10
C 0.51 -0.99 0.86
C 1.12 -0.63 -3.80
C -2.39 1.27 -2.40
C -0.72 -4.86 -1.39
H -1.10 3.05 6.03
C 1.65 -2.89 -3.07
H 4.18 -2.06 -3.47
N -0.56 1.67 -3.35
P 0.59 1.65 1.64
H -4.71 -3.99 0.66
C 1.00 3.45 5.84
C 2.11 3.40 5.02
H 1.37 4.15 0.69
C 2.08 -1.60 -3.53
C 2.01 2.89 3.73
C -3.56 5.30 0.37
C 0.39 -2.88 2.34
C -1.84 -4.04 -1.18
H 0.30 -3.02 0.21
C 0.62 -0.66 3.25
C -0.34 2.51 4.10
N -3.49 -2.34 0.66
H 2.89 0.15 0.48
Cl -3.65 5.37 -1.40
C -0.38 1.85 -2.04
H 2.87 2.84 3.09
C -2.74 -5.66 0.34
O 0.39 -3.06 -2.58
C 0.51 -2.03 3.43
C -2.80 3.97 0.62
C 2.97 1.19 0.21
C -2.79 -1.17 2.25
H -3.42 1.04 -2.25
C -0.24 3.01 5.39
N -3.29 -2.34 1.98
H -3.16 -0.89 -0.87
H 0.07 -0.89 -3.75
H 3.26 4.94 -0.71
C 2.85 0.97 -4.24
H -1.59 -7.44 0.62
C 3.18 3.90 -0.45
C 0.78 2.42 3.27
O -1.57 3.99 0.57
C 0.44 1.71 -4.39
H 0.89 2.70 -4.45
H 3.16 1.96 -4.51
C 4.01 1.64 -0.59
C -0.65 -6.11 -0.77
H 0.28 -3.94 2.49
C 1.50 0.66 -4.14
N -2.65 -0.40 1.14
H 0.53 2.16 -1.58
H 0.51 -0.57 -0.15
Cl -5.16 5.26 1.09
H -0.09 1.50 -5.33
C -3.10 -1.17 0.16
C -4.00 -3.50 -0.01
Cl -2.62 6.65 0.99
N -1.52 1.59 -1.41
H 0.54 -2.44 4.43
Rh -1.68 1.58 0.91
C 4.11 2.98 -0.91
C 3.81 -0.01 -4.01
O -3.49 2.96 0.82
C 2.03 2.11 0.67
C 2.12 3.47 0.33
H -2.54 -0.86 3.24
C -1.65 -6.49 0.10
C 0.39 -2.36 1.05
H 3.06 3.77 5.37
H 0.21 -6.74 -0.95
H 4.75 0.94 -0.95
H -4.50 -3.19 -0.93
H 4.92 3.32 -1.55
C 3.44 -1.30 -3.66
H 0.70 -0.01 4.11
H 1.08 3.85 6.84
Cl -1.88 2.00 3.50
N -1.82 1.30 -3.58
H -3.50 -5.95 1.05
H -1.89 -3.07 -1.67
C 0.63 -0.14 1.96
C 0.39 -4.34 -2.14
N 1.55 -4.90 -2.38
N 2.32 -4.00 -2.94
*
```

Properties
Kohn-Sham gap (alpha / beta)	7.81 / 3.76	eV
⟨S²⟩	6.016
E	-122401.276	eV



| no. | F_max (eV/A) |
| --- | --- |
| 1 | 0.9 |
| 2 | 1.5 |
| 3 | 2.9 |